No. 1
Density functional theory data (ωB97M-V/def2-TZVPD) for a molecular structure, C21H29N6PPtSSe in a non-equilibrium geometry.

Structure (XYZ):
```
60
Properties=species:S:1:pos:R:3:forces:R:3
Pt -1.40479 -0.19199 0.69221 -0.03 0.10 0.15
C -3.36857 -2.05836 -1.27898 -0.07 -0.14 0.05
C -4.23758 -1.03190 -0.63088 -0.09 -0.06 -0.10
C -5.62513 -1.00667 -0.85107 -0.21 0.22 0.11
C -6.38977 -0.04059 -0.25231 0.24 -0.11 -0.04
C -5.77240 0.91868 0.57377 0.60 -0.20 -0.05
C -6.48497 1.95474 1.21332 0.13 0.12 0.09
C -5.82931 2.87675 1.99147 -0.13 0.03 0.00
C -4.44777 2.79737 2.17136 -0.11 -0.02 -0.01
C -3.71516 1.77994 1.57842 0.78 -0.06 0.10
S -2.00945 1.66702 1.85380 -0.78 -0.06 -0.08
C -4.36733 0.82225 0.75202 -0.75 0.14 -0.08
N -3.64767 -0.14368 0.14402 0.88 -0.23 0.21
H -3.95627 -2.78817 -1.82577 -0.04 -0.05 -0.06
H -2.77982 -2.57018 -0.51591 -0.02 -0.02 -0.07
H -2.68573 -1.56181 -1.96975 0.04 -0.02 -0.05
H -6.07245 -1.74889 -1.49078 -0.04 -0.09 -0.07
H -7.45829 0.00338 -0.40108 -0.11 -0.04 -0.05
H -7.55329 2.00914 1.06805 -0.11 0.05 0.02
H -6.37924 3.66979 2.47209 -0.06 0.07 0.04
H -3.94237 3.52839 2.78376 0.08 0.05 0.07
C 1.50766 -1.39782 -3.48600 -0.02 -0.04 -0.52
N 1.64385 -0.12662 -2.64046 0.26 -0.04 -0.33
C 2.90011 -0.25469 -1.77974 0.57 0.38 0.16
N 2.90416 -1.46240 -1.04812 0.22 -0.21 -0.04
C 2.78454 -2.61417 -1.92580 0.21 -0.06 0.01
N 1.54247 -2.54591 -2.67078 0.09 -0.28 -0.15
C 0.36689 -2.74360 -1.84873 -0.69 -0.09 0.40
P 0.16984 -1.36570 -0.57058 0.65 0.60 -0.62
C 0.46550 0.05017 -1.77196 -0.83 0.12 0.55
C 1.93742 -1.49294 0.03162 -0.19 0.06 0.61
H 2.34601 -1.41119 -4.18915 -0.08 0.12 0.11
H 0.56658 -1.33900 -4.04003 0.11 0.15 0.09
H 1.73741 0.68301 -3.26113 0.03 -0.10 0.08
H 2.91134 0.59827 -1.09253 -0.08 -0.03 -0.18
H 3.76593 -0.20711 -2.44765 -0.20 -0.01 -0.04
H 2.80686 -3.52590 -1.33095 0.01 0.01 -0.03
H 3.62577 -2.62947 -2.62300 -0.06 0.00 0.02
H 0.46565 -3.69902 -1.32544 -0.10 0.08 -0.03
H -0.51247 -2.81054 -2.49388 -0.03 0.01 0.10
H 0.57223 0.96252 -1.17169 0.15 -0.16 -0.12
H -0.42953 0.16559 -2.38899 0.12 -0.02 -0.07
H 2.07074 -2.42597 0.58477 -0.10 0.04 0.03
H 2.13631 -0.66157 0.71392 -0.20 -0.13 -0.07
C 3.86428 3.21117 0.54345 -0.12 0.55 -0.43
N 4.00792 2.07061 1.40544 -0.29 -0.56 0.53
C 5.20285 1.57305 1.85023 0.41 -0.44 0.41
C 4.93036 0.59125 2.74285 0.64 0.27 -0.28
N 3.56945 0.49447 2.84314 0.01 0.59 -0.52
C 2.85394 -0.35722 3.75514 -0.45 -0.41 0.42
C 3.00682 1.39903 2.01423 -0.57 -0.01 -0.06
Se 1.18048 1.64671 1.75402 -0.18 0.02 -0.16
H 4.53564 4.00116 0.87840 -0.03 -0.04 -0.04
H 2.83762 3.57285 0.58936 0.10 -0.08 0.03
H 4.10848 2.95312 -0.48879 0.02 0.00 0.03
H 6.14403 1.95838 1.51662 0.17 0.09 -0.05
H 5.60017 -0.02784 3.30544 0.05 -0.08 0.12
H 3.50277 -0.59981 4.59390 0.01 -0.01 -0.06
H 2.52794 -1.27976 3.26973 0.07 0.06 0.00
H 1.96931 0.16167 4.12538 0.12 0.01 -0.06
```
Positions in Å, forces in eV/Å.

Kohn-Sham gap (spin up / spin down) = 7.0 / 5.1 eV
energy above the lowest of the compared OMol25 structures with the same formula, charge and spin = 36.2 kcal/mol
net charge = +2
⟨S²⟩ = 2.032
spin multiplicity = 3

Löwdin atomic charge list, values in e, 6 entries: Pt 0.45; C -0.05; C -0.30; C 0.02; C 0.04; C -0.13

***

No. 2
Density functional theory data (ωB97M-V/def2-TZVPD) for 2 unconnected molecules or ions with the total composition C3H5NO2 in a non-equilibrium geometry.

Structure (XYZ):
```
11
Properties=species:S:1:pos:R:3:forces:R:3
O 1.55918 0.26999 0.72588 0.27 0.00 0.03
C 0.87589 -0.38656 -0.33960 -0.12 -0.07 -0.24
C -0.28112 0.43299 -0.88711 0.42 0.18 -0.09
O -0.27149 1.61411 -0.34427 0.15 -0.10 -0.07
C -2.26698 -0.63163 0.39300 -1.13 -0.30 -0.27
N -3.21857 -0.80872 -0.23429 0.80 0.10 0.63
H 2.51012 0.23056 0.58243 -0.10 0.03 0.08
H 1.51121 -0.53883 -1.22143 0.05 -0.01 0.11
H 0.53191 -1.38003 -0.01952 -0.03 0.22 -0.12
H -1.43629 -0.49787 1.05400 -0.18 -0.03 -0.05
H 0.48614 1.69598 0.29090 -0.13 -0.01 -0.01
```
Positions in Å, forces in eV/Å.

Kohn-Sham gap = 9.1 eV
energy above the lowest of the compared OMol25 structures with the same formula, charge and spin = 104.0 kcal/mol
net charge = 0
spin multiplicity = 1

Löwdin atomic charge list, values in e, 6 entries: O -0.09; C -0.28; C -0.11; O 0.01; C -0.12; N 0.08

***

No. 3
Density functional theory data (ωB97M-V/def2-TZVPD) for a molecular structure, C3H8ClIN3 in a non-equilibrium geometry.

Structure (XYZ):
```
16
Properties=species:S:1:pos:R:3:forces:R:3
C -0.32551 0.43637 0.16206 1.73 -1.12 -1.07
C 0.76647 1.74090 0.10585 -2.65 -2.41 0.09
C -1.80420 0.25662 0.34514 0.66 4.19 1.04
N 0.36824 -0.64655 -0.01539 1.71 -1.04 -0.62
N 1.93734 1.21797 -0.54853 -1.80 0.37 1.75
N -2.25120 -0.94593 0.71379 1.45 -0.44 -0.43
Cl 0.81745 2.19152 1.78753 0.75 0.03 0.62
I -2.26374 1.21177 -1.83689 0.16 -0.59 1.15
H 0.29097 2.56535 -0.36976 -0.27 0.36 -0.78
H -2.21524 0.96526 1.06315 0.09 0.77 -0.68
H -0.00321 -1.63043 0.02179 0.46 1.63 0.14
H 1.88186 1.60915 -1.46190 1.32 0.32 -0.74
H 1.46957 -0.50444 -0.33013 -3.09 0.19 0.83
H -1.92124 -1.53776 0.02066 -0.05 -2.57 -1.10
H -3.20610 -1.03817 0.89046 -1.69 -0.11 0.36
H 2.69316 1.36263 0.08778 1.22 0.40 -0.55
```
Positions in Å, forces in eV/Å.

Kohn-Sham gap = 8.5 eV
energy above the lowest of the compared OMol25 structures with the same formula, charge and spin = 22.1 kcal/mol
net charge = +1
spin multiplicity = 1

Löwdin atomic charge list, values in e, 6 entries: C -0.36; C -0.70; C -0.58; N 0.16; N 0.03; N 0.10

***

No. 4
Density functional theory data (ωB97M-V/def2-TZVPD) for a molecular structure, C20H22AsN2O2PtS in a non-equilibrium geometry.

Structure (XYZ):
```
49
Properties=species:S:1:pos:R:3:forces:R:3
Pt -0.30949 0.49285 1.14106 0.93 0.01 0.40
C -0.88904 4.18183 1.12256 -0.21 0.26 0.18
O -0.26810 3.07796 0.49074 0.14 -0.13 -0.13
C -0.35805 2.95566 -0.85407 0.33 -0.39 -0.53
C -1.02652 3.83532 -1.69830 -0.06 -0.01 0.25
C -0.99748 3.64759 -3.06879 0.05 -0.09 -0.02
C -0.30836 2.58013 -3.62987 -0.08 0.11 0.04
C 0.33278 1.67929 -2.80969 0.00 -0.01 0.28
C 0.30737 1.83848 -1.41929 -0.27 1.05 -0.87
N 0.90965 0.93326 -0.56088 -0.49 -1.61 1.38
N 1.65139 0.04597 -1.08395 0.33 1.12 -1.08
C 2.30251 -0.93817 -0.48309 -0.77 -0.20 1.42
C 2.10825 -1.29661 0.91044 0.42 -0.22 -0.93
O 1.34994 -0.65209 1.70864 -0.91 0.24 -0.14
C 2.79703 -2.45839 1.38220 0.31 -0.07 0.29
C 3.59011 -3.21002 0.57593 -0.30 0.29 0.32
C 3.74542 -2.91786 -0.80734 -0.12 0.46 -0.51
C 4.47430 -3.74835 -1.67253 -0.04 -0.02 -0.09
C 4.58861 -3.44891 -3.01103 0.09 -0.07 0.16
C 4.03152 -2.27030 -3.51269 -0.05 0.02 0.16
C 3.32818 -1.43319 -2.68066 -0.02 0.04 -0.02
C 3.12882 -1.75549 -1.32804 0.43 -0.42 -0.34
H -0.51245 5.12265 0.71896 0.01 -0.02 -0.03
H -0.62423 4.11177 2.17553 -0.03 -0.01 -0.07
H -1.97629 4.13995 1.01574 0.05 -0.01 -0.02
H -1.58241 4.66486 -1.29369 0.01 0.12 0.08
H -1.52530 4.34148 -3.70357 -0.04 0.09 -0.06
H -0.28979 2.45115 -4.70077 0.00 -0.04 -0.07
H 0.84224 0.82117 -3.21932 0.03 -0.03 0.00
H 2.67580 -2.70432 2.42742 0.00 0.00 0.06
H 4.13241 -4.04940 0.98530 -0.06 -0.17 0.06
H 4.92440 -4.64573 -1.27575 0.08 -0.10 0.05
H 5.12505 -4.10991 -3.67563 0.06 -0.06 0.02
H 4.15981 -2.02056 -4.55549 -0.01 0.05 -0.05
H 2.91997 -0.50698 -3.04981 -0.07 0.03 -0.11
C -2.29613 -1.71321 3.13417 0.05 0.24 -0.22
As -3.47004 -0.31110 2.46903 -0.71 -0.50 0.55
C -5.03641 -1.13927 1.65997 0.24 0.08 -0.02
C -4.18302 0.65749 4.00135 0.15 -0.02 -0.14
S -2.59658 0.99934 1.04061 0.46 -0.05 -0.24
H -2.85005 -2.39374 3.78040 -0.09 0.09 -0.02
H -1.48035 -1.24719 3.69331 -0.13 -0.03 -0.09
H -1.88125 -2.26149 2.28361 -0.10 0.14 0.10
H -5.62298 -1.64341 2.42529 0.05 -0.01 0.07
H -4.73035 -1.85732 0.89797 0.06 0.10 0.08
H -5.64400 -0.36177 1.19243 0.14 -0.02 0.08
H -4.89386 0.01863 4.52485 0.05 -0.05 -0.03
H -4.69588 1.55840 3.65734 0.11 -0.15 -0.07
H -3.37716 0.93955 4.67938 0.00 -0.03 -0.11
```
Positions in Å, forces in eV/Å.

Kohn-Sham gap (spin up / spin down) = 6.7 / 5.2 eV
energy above the lowest of the compared OMol25 structures with the same formula, charge and spin = 5.3 kcal/mol
net charge = +1
⟨S²⟩ = 2.041
spin multiplicity = 3

Löwdin atomic charge list, values in e, 6 entries: Pt 0.83; C -0.07; O -0.20; C -0.26; C -0.01; C -0.06

***

No. 5
Density functional theory data (ωB97M-V/def2-TZVPD) for a molecular structure, C20H26ClNTi in a non-equilibrium geometry.

Structure (XYZ):
```
49
Properties=species:S:1:pos:R:3:forces:R:3
C 0.47425 1.42392 -5.07853 -0.38 -1.16 -2.02
C 1.67831 1.54934 -6.02777 0.01 0.09 0.07
C 0.20961 -0.06962 -4.85000 0.03 -0.01 0.17
C -0.77804 2.06524 -5.68745 0.08 0.17 0.07
Cl 0.85809 2.21488 -3.56679 0.26 0.54 1.57
H 0.01903 -0.52961 -5.82665 0.00 0.00 0.24
H -0.66610 -0.24293 -4.21054 0.08 0.13 -0.14
H 1.07446 -0.57189 -4.39772 -0.09 0.13 -0.14
H 1.41453 1.11333 -7.00197 0.03 0.17 0.27
H 2.53375 0.98478 -5.63584 -0.13 0.22 -0.05
H 1.97187 2.59685 -6.17526 -0.10 -0.29 0.03
H -0.94895 1.65072 -6.68753 0.08 0.07 0.18
H -0.66817 3.15313 -5.77622 -0.02 -0.27 0.01
H -1.66124 1.84220 -5.08077 0.10 0.11 -0.02
C 1.79150 -1.22895 1.64022 0.06 -0.27 -0.94
C 0.91820 -2.24048 1.12105 0.55 0.30 -0.40
C 0.85074 -2.07763 -0.30880 0.81 0.07 0.18
H 0.45940 -3.03808 1.69891 -0.01 0.24 -0.15
C 1.67714 -0.96290 -0.67351 0.11 -0.75 0.86
C 2.27107 -0.45504 0.53076 -0.32 -0.83 -0.07
H 3.05492 0.29772 0.57900 -0.47 0.05 0.07
H 2.08427 -1.10152 2.68287 -0.18 0.05 -0.31
H 0.35109 -2.74112 -1.01121 0.03 0.25 0.26
H 1.88929 -0.62580 -1.68916 -0.23 0.04 0.32
C -2.23034 0.57593 1.10523 -0.02 -0.57 -0.83
C -2.16433 -0.79874 1.51092 -0.19 0.18 -1.00
C -1.88877 -1.58675 0.34570 -0.70 0.45 0.15
H -2.35667 -1.17982 2.51209 0.18 0.08 -0.22
C -1.75818 -0.70293 -0.78045 -0.50 0.39 0.60
C -1.98292 0.63741 -0.31336 -0.54 -0.97 0.57
H -2.04840 1.51905 -0.95176 0.25 -0.21 0.25
H -2.50863 1.41620 1.74235 0.27 -0.24 -0.19
H -1.88075 -2.67300 0.31332 0.16 0.31 0.00
H -1.59280 -0.98714 -1.81739 0.02 0.03 0.31
Ti -0.08526 -0.26930 0.67015 0.81 1.51 0.69
N 0.54234 1.81697 0.53002 -0.98 0.41 -1.09
C 1.15822 2.29213 1.74955 0.63 -0.01 0.21
C 2.44972 2.81006 1.68841 0.20 -0.36 0.44
C 3.15339 2.99096 2.88419 -0.21 0.18 -0.16
C 2.54978 2.69724 4.11270 -0.17 -0.12 -0.07
C 1.22665 2.24987 4.15198 -0.11 0.23 -0.10
C 0.49847 2.09160 2.96299 0.35 -0.64 0.00
H 1.14054 1.91995 -0.29884 0.09 0.18 0.42
H -0.27956 2.38557 0.30877 0.21 -0.04 0.10
H 2.91653 3.01346 0.72044 -0.09 -0.05 0.32
H 4.17604 3.36699 2.85140 -0.29 -0.08 0.03
H 3.10986 2.82212 5.04240 -0.20 -0.04 -0.35
H 0.74299 2.02925 5.10460 0.16 0.16 -0.26
H -0.54341 1.74827 2.97743 0.37 0.17 0.10
```
Positions in Å, forces in eV/Å.

Kohn-Sham gap = 6.9 eV
energy above the lowest of the compared OMol25 structures with the same formula, charge and spin = 0.0 kcal/mol
net charge = +2
spin multiplicity = 1

Löwdin atomic charge list, values in e, 6 entries: C -1.01; C -0.11; C -0.12; C -0.11; Cl 0.64; H 0.10

***

No. 6
Density functional theory data (ωB97M-V/def2-TZVPD) for C8H5ClN4 in the gas phase in a non-equilibrium geometry.

Structure (XYZ):
```
18
Properties=species:S:1:pos:R:3:forces:R:3
Cl 1.47646 -0.28743 2.87847 -1.08 0.02 -1.40
C 0.16317 -0.61393 1.74491 -2.29 -1.81 0.39
C -0.87419 -1.50833 2.07679 0.91 0.89 -0.36
C -1.93884 -1.84103 1.10971 1.66 1.13 0.36
C -1.99421 -1.21720 -0.10793 0.98 -0.12 1.26
C -0.96744 -0.25297 -0.45792 -1.96 -0.60 0.41
N -0.90427 0.46772 -1.56687 1.04 -0.69 1.27
N 0.31439 1.09392 -1.37888 -0.70 -1.07 0.23
C 1.18178 1.81441 -2.10721 1.24 1.02 -1.76
C 2.27715 1.92901 -1.30251 1.40 0.10 0.80
N 2.13930 1.29014 -0.04617 -0.54 0.10 -1.84
C 0.95023 0.75792 -0.22428 0.36 1.14 0.79
N 0.06612 -0.02716 0.48222 0.55 -0.23 -0.16
H -0.88701 -1.95478 3.09023 0.12 0.32 -0.91
H -2.63782 -2.61291 1.40203 -0.10 0.13 -0.12
H -2.74299 -1.51632 -0.80019 -0.37 0.18 -0.64
H 1.14262 2.10885 -3.17807 -0.55 -0.35 1.23
H 3.23556 2.37008 -1.61434 -0.68 -0.13 0.45
```
Positions in Å, forces in eV/Å.

Kohn-Sham gap = 8.3 eV
energy above the lowest of the compared OMol25 structures with the same formula, charge and spin = 0.0 kcal/mol
structure (SMILES) = Clc1cccc2nn3ccnc3n12
net charge = 0
spin multiplicity = 1

Löwdin atomic charge list, values in e, 6 entries: Cl 0.69; C -0.57; C -0.08; C -0.06; C 0.00; C -0.24

***

No. 7
Density functional theory data (ωB97M-V/def2-TZVPD) for a gas-phase ion, C3H7N4S (charge +1) in a non-equilibrium geometry.

Structure (XYZ):
```
15
Properties=species:S:1:pos:R:3:forces:R:3
C -1.18888 0.52571 0.72233 1.93 -2.08 0.45
C 0.40477 -0.94567 1.32618 -2.76 0.74 1.79
C 0.87346 -0.58011 -0.88377 0.01 -3.26 -2.56
N -2.05006 0.41092 1.55436 -1.92 1.55 1.62
N -0.91089 1.08162 -0.51049 -0.94 1.37 -0.54
N 1.30832 -1.08098 0.39301 -0.44 2.44 -2.49
N 0.42145 0.86119 -0.97762 1.63 0.35 -0.82
S 0.09716 -1.59561 2.73342 0.08 0.41 -0.43
H 1.73417 -0.73307 -1.59544 -0.63 0.79 0.60
H 0.07957 -1.32773 -1.36196 0.92 2.18 1.08
H -2.88747 0.93032 1.99157 1.82 -1.11 -1.66
H -1.55634 1.72725 -1.10615 1.74 -1.34 1.42
H 2.00633 -1.76780 0.27827 0.93 -1.11 0.72
H 1.28455 1.43938 -0.53561 -2.69 -0.89 -0.80
H 0.38385 1.05460 -2.02809 0.31 -0.05 1.63
```
Positions in Å, forces in eV/Å.

Kohn-Sham gap = 7.5 eV
energy above the lowest of the compared OMol25 structures with the same formula, charge and spin = 111.3 kcal/mol
net charge = +1
spin multiplicity = 1

Löwdin atomic charge list, values in e, 6 entries: C -0.31; C -0.77; C -0.17; N 0.15; N 0.02; N -0.05

***

No. 8
Density functional theory data (ωB97M-V/def2-TZVPD) for 2 unconnected molecules or ions with the total composition C3H10N2 in a non-equilibrium geometry.

Structure (XYZ):
```
15
Properties=species:S:1:pos:R:3:forces:R:3
C 2.87532 -0.34280 0.37480 0.57 0.55 0.31
N 3.08801 0.36168 -0.64958 -0.58 -1.84 -1.62
H 3.37838 -1.31035 0.46391 0.59 0.36 0.36
H 2.31488 0.00168 1.24253 -0.87 -0.34 -0.17
H 2.30455 0.92208 -0.97792 0.38 1.26 1.15
C -1.90708 0.98514 -0.53750 0.72 0.47 -0.17
C -1.68669 -0.39931 0.05221 -0.83 0.01 0.25
N -0.30552 -0.57502 0.47166 0.38 0.08 -0.01
H -1.07226 1.13753 -1.22284 -0.12 0.18 -0.26
H -2.83691 1.17613 -1.07018 -0.15 -0.43 0.01
H -1.80983 1.77751 0.20420 0.03 -0.11 0.24
H -2.34529 -0.54214 0.91334 -0.04 -0.04 -0.03
H -1.99898 -1.14644 -0.68058 0.17 -0.10 -0.02
H -0.20008 -0.76397 1.45591 -0.12 -0.05 0.02
H 0.20150 -1.28174 -0.03997 -0.13 -0.01 -0.07
```
Positions in Å, forces in eV/Å.

Kohn-Sham gap = 10.2 eV
energy above the lowest of the compared OMol25 structures with the same formula, charge and spin = 40.3 kcal/mol
structure (SMILES) = C=N.CCN
net charge = 0
spin multiplicity = 1

Löwdin atomic charge list, values in e, 6 entries: C -0.17; N 0.01; H 0.06; H 0.05; H 0.04; C -0.12